One molecule with the formula C4H6N2O in a non-equilibrium geometry. Source: OMol25; level of theory: ωB97M-V/def2-TZVPD.

For the highest occupied orbital energy (alpha / beta), the calculation gives -0.2850 / -0.2850 Eh. The HOMO-LUMO gap (alpha / beta) is 8.20 / 8.20 eV. Its net charge is 0. The SMILES is Cc1ncc(O)[nH]1. The total energy comes out at -9270.731 eV. As for the strongest force on any atom: 0.0489 Eh/bohr.

Cartesian coordinates (Å):
C (2.093, -0.294, 0.160)
C (0.639, -0.082, -0.031)
N (0.044, -0.416, -1.170)
C (-1.184, 0.108, -1.062)
C (-1.440, 0.648, 0.182)
O (-2.450, -0.209, 0.730)
N (-0.188, 0.563, 0.826)
H (2.414, -0.994, -0.614)
H (2.360, -0.688, 1.145)
H (2.611, 0.656, 0.003)
H (-1.966, -0.039, -1.796)
H (-3.086, -0.370, 0.022)
H (0.153, 1.116, 1.606)

Results of the natural (NBO) charge analysis, in e, for atoms 1 through 4: number 1, C, carries -0.667; number 2, C, carries 0.409; number 3, N, carries -0.491; number 4, C, carries 0.009

***

C5H10NOPb2 as an isolated structure in a non-equilibrium geometry. Source: OMol25; level of theory: ωB97M-V/def2-TZVPD.

For the highest occupied orbital energy, the calculation gives -0.7255 Eh. The HOMO-LUMO gap is 5.15 eV. Its net charge is +3. The total energy comes out at -19346.877 eV. As for the strongest force on any atom: 0.0632 Eh/bohr.

Cartesian coordinates (Å):
Pb (2.632, -4.379, 2.220)
Pb (2.151, -0.320, 2.420)
C (2.965, -1.735, -0.457)
O (2.522, -2.215, 0.836)
H (3.017, -0.647, -0.460)
H (3.928, -2.147, -0.760)
H (2.251, -2.084, -1.204)
C (-2.526, 1.370, 0.860)
C (-2.328, 0.939, -0.611)
C (-0.916, 1.099, -1.192)
C (0.224, 1.057, -0.297)
N (1.116, 1.036, 0.441)
H (-2.658, 2.447, 0.947)
H (-1.685, 1.113, 1.518)
H (-3.387, 0.846, 1.268)
H (-3.049, 1.566, -1.130)
H (-2.669, -0.092, -0.668)
H (-0.837, 1.926, -1.901)
H (-0.752, 0.221, -1.831)

Results of the natural (NBO) charge analysis, in e, for atoms 1 through 4: number 1, Pb, carries 1.872; number 2, Pb, carries 1.768; number 3, C, carries -0.266; number 4, O, carries -1.129

***

A 2-piece molecular cluster, C7H11N2 overall in a non-equilibrium geometry. Source: OMol25; level of theory: ωB97M-V/def2-TZVPD.

For the highest occupied orbital energy, the calculation gives -0.5184 Eh. The HOMO-LUMO gap is 10.52 eV. Its net charge is +1. The total energy comes out at -10407.381 eV. As for the strongest force on any atom: 0.1005 Eh/bohr.

Cartesian coordinates (Å):
C (-2.096, -0.911, 0.438)
C (-2.249, 0.491, 0.547)
C (-0.810, -1.094, -0.055)
C (3.751, -0.352, -0.214)
C (3.461, 0.216, 0.783)
C (-0.082, -2.296, -0.472)
C (-0.829, 2.507, -0.018)
N (-0.281, 0.153, -0.371)
N (-1.205, 1.126, 0.072)
H (-2.705, -1.703, 0.571)
H (-3.255, 0.940, 0.730)
H (3.926, -1.094, -0.936)
H (0.700, 0.384, -0.713)
H (3.285, 1.026, 1.452)
H (-0.601, -3.154, -0.515)
H (0.332, -2.122, -1.421)
H (0.873, -2.513, 0.219)
H (0.242, 2.420, -0.273)
H (-1.529, 3.053, -0.757)
H (-0.927, 2.921, 0.933)

Results of the natural (NBO) charge analysis, in e, for atoms 1 through 4: number 1, C, carries -0.303; number 2, C, carries 0.082; number 3, C, carries 0.272; number 4, C, carries -0.228

***

One molecule with the formula C13H13P in a non-equilibrium geometry. Source: OMol25; level of theory: ωB97M-V/def2-TZVPD.

For the highest occupied orbital energy, the calculation gives -0.3032 Eh. The HOMO-LUMO gap is 7.79 eV. Its net charge is 0. The SMILES is [H]/P=C(\C1=CC=CCC1)c1ccccc1. The total energy comes out at -22976.116 eV. As for the strongest force on any atom: 0.1077 Eh/bohr.

Cartesian coordinates (Å):
C (-3.902, 1.425, -0.114)
C (-2.657, 1.788, 0.393)
C (-4.118, 0.086, -0.442)
C (-1.717, 0.846, 0.752)
C (-3.111, -0.858, -0.271)
C (-1.851, -0.529, 0.295)
C (3.113, -0.521, 1.027)
C (1.704, -1.021, 1.208)
C (3.350, 0.463, 0.160)
C (0.831, -0.887, 0.218)
C (-0.889, -1.565, 0.444)
C (2.209, 0.900, -0.706)
C (1.203, -0.257, -1.026)
P (-1.058, -3.246, 0.277)
H (-4.552, 2.262, -0.405)
H (-2.299, 2.818, 0.603)
H (-5.035, -0.176, -1.043)
H (-0.887, 1.244, 1.244)
H (-3.391, -1.933, -0.440)
H (3.825, -0.824, 1.885)
H (1.461, -1.291, 2.149)
H (4.304, 1.080, 0.197)
H (1.743, 1.657, 0.082)
H (2.542, 1.466, -1.594)
H (1.850, -0.749, -1.668)
H (0.322, 0.118, -1.563)
H (0.246, -3.526, 0.138)

Results of the natural (NBO) charge analysis, in e, for atoms 1 through 4: number 1, C, carries -0.205; number 2, C, carries -0.213; number 3, C, carries -0.218; number 4, C, carries -0.172

***

The calculation returns the following ΔE to the lowest compared entry with this formula, charge and spin values, one per record and in order: 267.4 21.1 418.5 274.8 kJ/mol.